ORCA calculation (ωB97M-V with the def2-TZVPD basis set) on 10 unconnected molecules or ions with the total composition C32H40Br4F4N4O8 at a distorted geometry.

```
92
Properties=species:S:1:pos:R:3:forces:R:3
C 0.0974 3.7795 1.8010 -0.8952 0.1362 0.4764
N -0.2303 3.5869 0.3649 0.9807 -0.2295 -1.1377
O -0.3179 4.5425 -0.3943 0.0233 -0.7060 1.2255
O -0.3123 2.4205 0.0084 -0.3342 0.2270 -0.1327
H 0.0896 2.8262 2.3295 0.2481 -0.1147 -0.5400
H -0.7812 4.3004 2.1816 0.4229 0.6235 0.1825
H 1.0527 4.2945 1.9028 -0.3795 0.2119 -0.0945
C -4.7228 -0.6333 2.8572 1.0577 -0.3543 -0.1170
N -5.5488 -1.1786 3.9788 -3.1300 -0.2439 -0.3029
O -5.9751 -0.4421 4.8518 1.3356 0.3938 -0.1877
O -6.0572 -2.2930 3.8219 1.5741 0.3672 -0.3038
H -5.2989 -0.6367 1.9319 -0.3581 0.0590 0.4584
H -3.8846 -1.3063 2.6765 -0.2036 -0.1844 0.2629
H -4.2824 0.3416 3.0660 -0.5349 -0.1101 0.3617
C 2.9995 0.2947 3.3568 -0.7791 0.6448 -0.7154
N 2.1399 -0.9127 3.5266 0.3818 -0.3223 1.9696
O 1.6381 -1.1615 4.6110 0.2305 0.8830 0.1290
O 2.0253 -1.6430 2.5948 -0.1663 -0.6811 -1.9658
H 3.6328 0.5166 4.2157 -0.0783 -0.5116 -0.1810
H 2.2938 1.1159 3.2315 -0.0953 0.0737 0.2295
H 3.4699 0.1823 2.3800 0.4558 -0.1380 0.4558
C 2.5924 -5.3335 -0.1301 0.5265 -0.3551 1.0174
N 1.3822 -4.5821 -0.5500 0.0620 1.5633 -0.2335
O 1.2399 -3.4298 -0.0923 0.1077 -2.1764 -0.5219
O 0.6827 -5.0998 -1.4039 0.2457 0.4347 0.7981
H 2.3933 -6.4051 -0.1238 -0.0930 0.2201 -0.5174
H 2.8921 -5.0711 0.8845 -0.4157 0.3762 -0.0522
H 3.4381 -5.0506 -0.7568 -0.3563 -0.0755 -0.3582
F 1.2005 -3.4156 -6.1004 -0.0113 0.2587 -0.1083
C 1.7096 -2.1833 -5.9326 0.7808 1.5658 1.1629
C 1.1429 -1.3068 -4.9734 0.0446 0.2884 -0.7648
C 1.6801 -0.0179 -4.7695 0.9951 -1.7539 -1.9401
C 2.7939 0.3343 -5.5844 -0.4119 0.8214 0.9751
C 3.4375 -0.5376 -6.4592 -2.0613 -0.0732 -0.0627
C 2.8581 -1.7910 -6.6270 -0.2105 -1.0234 0.1863
H 0.2012 -1.5403 -4.4990 0.1207 -0.3658 0.1184
H 1.1983 0.6601 -4.0805 0.1376 0.1114 -0.1055
H 3.1037 1.3669 -5.5204 0.3239 0.0919 0.0011
H 4.1314 -0.2397 -7.2313 0.4943 0.2778 0.5158
H 3.3306 -2.4914 -7.2997 -0.1606 -0.1573 -0.1757
F -4.0365 2.1049 -5.4605 0.5875 0.0943 0.4452
C -2.8627 2.4240 -4.8394 0.3082 0.7652 0.0951
C -2.3633 1.6034 -3.8281 -0.1883 0.5664 -1.1141
C -1.1155 1.9279 -3.2905 -0.7653 0.3295 -0.5565
C -0.4524 3.0975 -3.6763 -0.1789 -0.2929 -0.4362
C -0.9953 3.9621 -4.6649 -0.4142 -1.3059 0.4807
C -2.2124 3.6093 -5.2502 -0.3258 -1.0239 0.6079
H -2.9237 0.7175 -3.5681 0.1164 -0.1316 0.1499
H -0.7041 1.1960 -2.6112 0.3175 0.3311 0.2285
H 0.5220 3.2146 -3.2256 0.0935 0.5886 -0.1198
H -0.5144 4.8481 -5.0524 0.2983 0.0225 0.3585
H -2.6929 4.2070 -6.0106 0.0949 0.0702 -0.0827
F -3.1268 0.6820 5.4669 -0.0217 0.0566 -0.2714
C -2.2838 0.1629 6.3913 -1.0775 -0.1571 0.1771
C -2.3507 0.6923 7.6725 2.5215 -0.8564 -0.0903
C -1.3261 0.1879 8.5190 -0.5803 0.0448 -0.0544
C -0.4857 -0.8710 8.1881 -0.2839 -0.1809 -1.6484
C -0.5383 -1.4230 6.8633 -1.1496 0.6505 1.6295
C -1.5006 -0.9194 5.9902 1.1344 0.6968 0.3658
H -2.9161 1.5600 7.9789 -0.2695 -0.1610 -0.3025
H -1.1800 0.6702 9.4743 -0.1560 -0.1021 0.2373
H 0.2154 -1.2356 8.9242 0.1250 -0.0069 -0.0784
H 0.0611 -2.2629 6.5447 0.2396 0.1349 0.1094
H -1.4444 -1.2029 4.9496 -0.4595 -0.1359 0.0039
F 5.2160 -1.2976 1.1506 0.3567 -0.1901 -1.3076
C 4.9355 -1.4381 -0.2038 -0.7309 0.8672 0.3280
C 5.9157 -1.5195 -1.1942 0.1451 -0.3503 0.3147
C 5.5491 -1.6544 -2.5372 -0.9778 0.1515 0.7836
C 4.1912 -1.6595 -2.8319 -1.0014 0.9216 -0.5178
C 3.2055 -1.4696 -1.8592 1.4316 0.1497 -0.1394
C 3.5866 -1.3132 -0.5438 -0.3380 -0.7286 -0.0976
H 6.9776 -1.4723 -1.0027 -0.0147 -0.0656 0.5576
H 6.3229 -1.6843 -3.2900 -0.1045 -0.0488 -0.1065
H 3.7494 -1.5184 -3.8072 0.7224 -0.6453 -0.6228
H 2.1714 -1.3352 -2.1403 -0.0398 -0.1908 -0.0535
H 2.7308 -1.1873 0.1028 0.5817 0.0577 0.9175
Br -1.3388 -0.1258 2.3907 -0.1302 -0.1929 -0.4026
C -1.3336 -1.3277 0.8330 2.1707 1.1644 -1.6062
C -0.9282 -0.4603 -0.4445 -1.5798 -0.7510 1.0872
Br -0.7798 -1.7458 -1.9636 -0.1534 0.9771 0.7520
H -2.2423 -1.9205 0.7272 0.0580 0.3973 0.1147
H -0.4347 -1.9304 0.9628 -0.4863 -0.4455 0.4526
H -0.0476 0.1607 -0.2802 0.3135 -0.7683 -0.1307
H -1.7189 0.2591 -0.6572 -0.0704 -0.3220 -0.3745
Br -3.5880 5.2689 -0.0251 -0.4109 -0.6484 -0.3091
C -4.0714 3.5763 -0.9044 1.1920 -1.7493 0.1726
C -3.9298 2.4064 0.1713 -1.2839 1.1929 -1.0495
Br -4.4962 0.5955 -0.5092 0.4441 1.1571 0.0486
H -3.3152 3.3732 -1.6627 0.2535 0.3482 0.0850
H -4.9905 3.6367 -1.4874 -0.3114 0.1389 0.8214
H -4.6488 2.6161 0.9632 0.3681 -0.2282 0.1600
H -2.8963 2.3539 0.5136 -0.2442 -0.2484 -0.0191
```
Positions in Å, forces in eV/Å.

SMILES: C[N+](=O)[O-].C[N+](=O)[O-].C[N+](=O)[O-].C[N+](=O)[O-].Fc1ccccc1.Fc1ccccc1.Fc1ccccc1.Fc1ccccc1.BrCCBr.BrCCBr
HOMO-LUMO gap (eV): 8.67
Highest occupied orbital energy (eV): -9.092
Charge: 0
M (u): 1004.3
Total energy (a.u.): -12759.36759
Energy above the lowest of the compared OMol25 structures with the same formula, charge and spin (kcal per mole): 44.8

Charges obtained by Mulliken population analysis, quoted in units of e: atom 1 (C): -0.71, atom 2 (N): 0.65, atom 3 (O): -0.46, atom 4 (O): -0.23, atom 5 (H): 0.12, atom 6 (H): 0.30, atom 7 (H): 0.31, atom 8 (C): -0.67, atom 9 (N): 0.87, atom 10 (O): -0.51, atom 11 (O): -0.56, atom 12 (H): 0.38, atom 13 (H): 0.23, atom 14 (H): 0.22, atom 15 (C): -0.59, atom 16 (N): 1.02, atom 17 (O): -0.53, atom 18 (O): -0.49, atom 19 (H): 0.30, atom 20 (H): 0.14, atom 21 (H): 0.16, atom 22 (C): -0.77, atom 23 (N): 0.69, atom 24 (O): -0.25, atom 25 (O): -0.50, atom 26 (H): 0.30, atom 27 (H): 0.26, atom 28 (H): 0.29, atom 29 (F): -0.30, atom 30 (C): 0.04, atom 31 (C): 0.03, atom 32 (C): -0.38, atom 33 (C): -0.37, atom 34 (C): -0.86, atom 35 (C): -0.29, atom 36 (H): 0.58, atom 37 (H): 0.27, atom 38 (H): 0.37, atom 39 (H): 0.43, atom 40 (H): 0.39, atom 41 (F): -0.34, atom 42 (C): 0.27, atom 43 (C): -0.33, atom 44 (C): 0.38, atom 45 (C): -0.42, atom 46 (C): -0.72, atom 47 (C): -0.48, atom 48 (H): 0.44, atom 49 (H): -0.15, atom 50 (H): 0.48, atom 51 (H): 0.39, atom 52 (H): 0.46, atom 53 (F): -0.25, atom 54 (C): 0.62, atom 55 (C): -0.68, atom 56 (C): -0.25, atom 57 (C): -0.66, atom 58 (C): -0.57, atom 59 (C): -0.14, atom 60 (H): 0.40, atom 61 (H): 0.34, atom 62 (H): 0.37, atom 63 (H): 0.41, atom 64 (H): 0.39, atom 65 (F): -0.31, atom 66 (C): 0.02, atom 67 (C): -0.53, atom 68 (C): -0.75, atom 69 (C): 0.02, atom 70 (C): 0.10, atom 71 (C): 0.35, atom 72 (H): 0.42, atom 73 (H): 0.42, atom 74 (H): 0.00, atom 75 (H): 0.15, atom 76 (H): 0.09, atom 77 (Br): -0.24, atom 78 (C): -0.35, atom 79 (C): -0.43, atom 80 (Br): -0.09, atom 81 (H): 0.60, atom 82 (H): 0.11, atom 83 (H): 0.52, atom 84 (H): 0.03, atom 85 (Br): -0.17, atom 86 (C): -0.12, atom 87 (C): -0.32, atom 88 (Br): -0.18, atom 89 (H): -0.11, atom 90 (H): 0.46, atom 91 (H): 0.45, atom 92 (H): 0.01


ORCA calculation (ωB97M-V with the def2-TZVPD basis set) on a molecular structure, C3H5NO4 at a distorted geometry.

```
13
Properties=species:S:1:pos:R:3:forces:R:3
C 0.9690 -0.4474 -0.2808 -0.3781 -0.2235 1.7932
C -1.3553 -1.0459 0.0810 -0.3432 0.4192 1.5226
C -0.9740 1.0426 -0.0593 0.0121 2.8583 -4.8371
H 2.8159 1.0153 0.3589 3.0549 -3.7457 -3.1800
H -2.0296 -1.9990 0.0256 1.1429 2.1316 0.1569
H -1.2839 -0.2730 1.1344 -0.9047 -4.8127 -1.9372
H -1.1892 2.0623 -0.5578 0.7471 -1.6080 0.8573
H -1.2574 0.9906 0.9585 -0.4162 1.1315 0.7079
N 2.1784 -0.8395 -0.2912 1.0131 0.1826 -0.8336
O 3.3780 0.0892 -0.3224 -6.3909 3.1295 3.5489
O -0.0323 -1.5210 -0.1469 1.0028 2.6049 -0.9590
O -1.7615 0.0590 -0.8516 3.4210 -0.1293 4.1007
O 0.5416 0.8669 -0.0486 -1.9608 -1.9384 -0.9407
```
Positions in Å, forces in eV/Å.

HOMO-LUMO gap (eV): 10.17
Highest occupied orbital energy (eV): -9.828
Charge: 0
M (u): 119.1
Total energy (a.u.): -472.77335
Energy above the lowest of the compared OMol25 structures with the same formula, charge and spin (kcal per mole): 185.8

Charges obtained by natural (NBO) population analysis, quoted in units of e: atom 1 (C): 0.71, atom 2 (C): 0.19, atom 3 (C): 0.21, atom 4 (H): 0.45, atom 5 (H): 0.22, atom 6 (H): 0.14, atom 7 (H): 0.21, atom 8 (H): 0.16, atom 9 (N): -0.21, atom 10 (O): -0.51, atom 11 (O): -0.50, atom 12 (O): -0.51, atom 13 (O): -0.55